158
Properties=species:S:1:pos:R:3:forces:R:3 method="wB97M-V/def2-TZVPD" multiplicity=1 charge=0 orbital_gap_ev=9.24
C -3.1128 -0.3915 4.1769 0.0 -0.1 0.0
C -2.2342 -0.1161 2.9568 -0.4 0.0 0.1
I -0.4446 0.8787 3.6191 0.3 -0.1 -0.1
C -2.9264 0.7223 1.8725 0.1 -0.4 0.3
Si -2.5530 0.3485 0.0800 -0.1 0.5 -0.3
I -2.3680 -2.0958 -0.1930 0.1 -0.1 0.0
C -4.0148 0.9756 -0.9110 -0.2 -0.2 -0.1
C -5.0021 -0.0672 -1.3977 -0.1 0.2 -0.1
O -6.1443 0.6044 -1.9217 0.0 -0.1 0.0
C -0.9916 1.2336 -0.4698 0.2 -0.1 -0.1
C 0.1802 0.4267 -1.0458 0.3 0.3 0.1
C 0.4067 0.6703 -2.5234 0.0 -0.3 0.0
Cl -1.0895 0.4325 -3.4935 -0.1 0.0 0.0
H -3.0257 0.3775 4.9410 -0.1 0.1 0.0
H -2.8495 -1.3463 4.6352 0.1 0.1 0.1
H -4.1581 -0.4542 3.8669 0.0 0.0 0.0
H -1.8858 -1.0689 2.5650 0.1 0.1 -0.1
H -4.0115 0.6210 1.9866 0.0 0.0 0.0
H -2.7030 1.7814 2.0196 -0.1 0.0 0.0
H -3.6583 1.5612 -1.7612 0.0 0.0 0.0
H -4.5656 1.6453 -0.2420 0.1 0.1 -0.1
H -5.3081 -0.7164 -0.5691 0.1 -0.1 0.0
H -4.5481 -0.6832 -2.1814 0.1 -0.1 0.1
H -6.7744 -0.0933 -2.1433 0.0 0.2 0.0
H -0.6402 1.8258 0.3788 -0.1 -0.1 0.1
H -1.3181 1.9538 -1.2266 -0.1 0.0 0.1
H 0.1129 -0.6442 -0.8544 -0.2 0.0 0.0
H 1.0941 0.7601 -0.5474 0.1 -0.1 0.0
H 0.7552 1.6818 -2.7185 -0.1 0.0 0.0
H 1.1128 -0.0465 -2.9353 0.1 0.1 0.0
Cl 3.9381 1.1213 -1.2807 0.0 0.0 0.0
C 4.5151 -0.5705 -1.3498 0.1 0.0 0.0
C 3.4109 -1.5593 -1.0841 -0.1 0.0 0.0
Cl 2.8053 -1.5062 0.5900 -0.1 0.1 0.0
H 5.3231 -0.6618 -0.6296 0.0 0.0 0.0
H 4.9033 -0.7272 -2.3538 0.0 0.0 0.0
H 3.7797 -2.5687 -1.2595 0.0 0.0 0.0
H 2.5643 -1.3779 -1.7422 0.0 0.0 0.0
Cl 6.7128 2.2742 -6.4907 0.0 0.0 0.0
C 5.0457 2.7197 -6.0140 0.1 0.0 -0.1
C 4.6296 2.0626 -4.7281 -0.1 0.0 0.1
Cl 4.4409 0.2949 -4.9017 0.0 0.0 -0.1
H 4.3892 2.4493 -6.8362 0.0 0.0 0.0
H 5.0300 3.7993 -5.8939 0.0 0.0 0.0
H 3.6621 2.4556 -4.4207 0.0 0.0 0.0
H 5.3488 2.2374 -3.9329 0.0 0.0 0.0
Cl -7.7591 -5.7172 -2.1366 0.0 0.0 0.0
C -6.2732 -4.7257 -2.2048 0.0 0.0 0.0
C -6.2708 -3.6265 -1.1793 0.1 0.1 0.0
Cl -7.4996 -2.3770 -1.5303 -0.1 -0.2 0.1
H -6.1932 -4.3269 -3.2128 0.0 0.0 0.0
H -5.4285 -5.3860 -2.0274 -0.1 0.0 0.0
H -5.3012 -3.1274 -1.1903 0.0 0.0 0.0
H -6.4617 -4.0035 -0.1783 -0.1 0.0 0.0
Cl 11.2595 4.8142 -9.5759 0.0 0.0 0.0
C 9.8979 3.8002 -9.0286 0.0 0.0 0.0
C 10.3596 2.6106 -8.2301 -0.1 0.0 0.1
Cl 11.2481 1.4276 -9.2317 0.0 0.0 0.0
H 9.3402 3.4922 -9.9086 0.0 0.0 0.0
H 9.2612 4.4234 -8.4034 0.0 0.0 0.0
H 9.4944 2.0932 -7.8199 0.0 0.0 0.0
H 11.0149 2.9055 -7.4154 0.0 0.0 0.0
Cl 4.8771 6.7772 -7.8022 0.1 0.0 0.1
C 3.2151 7.2838 -7.4123 0.0 0.0 0.0
C 2.7296 6.6376 -6.1410 0.0 0.0 0.0
Cl 2.5140 4.8770 -6.3567 -0.2 0.0 0.1
H 2.5850 7.0234 -8.2586 0.0 0.0 0.0
H 3.2262 8.3660 -7.2944 0.0 0.0 0.0
H 1.7623 7.0448 -5.8540 0.0 0.0 0.0
H 3.4349 6.7881 -5.3282 0.0 0.0 0.0
Cl -5.3166 -6.9262 -5.2579 0.0 0.0 0.0
C -3.7172 -7.6598 -4.9682 0.0 0.0 0.0
C -3.3740 -7.6852 -3.5014 0.0 0.0 0.0
Cl -3.1149 -6.0395 -2.8605 0.2 0.0 0.0
H -2.9842 -7.0925 -5.5351 0.0 0.0 0.0
H -3.7554 -8.6785 -5.3493 0.0 0.0 0.0
H -2.4508 -8.2394 -3.3445 0.0 0.0 0.0
H -4.1691 -8.1434 -2.9192 0.0 0.0 0.0
Cl -4.6629 3.5718 1.8212 -0.1 0.2 0.0
C -6.3867 3.9279 2.1254 0.0 0.0 -0.1
C -6.8630 3.2562 3.3838 -0.1 0.0 0.0
Cl -6.9016 1.4755 3.2257 0.0 0.0 0.0
H -6.9445 3.5970 1.2532 0.0 0.0 0.0
H -6.4871 5.0064 2.2275 0.0 0.0 0.0
H -7.8786 3.5746 3.6128 0.0 0.0 0.0
H -6.2122 3.4882 4.2182 0.0 0.0 0.0
Cl -5.5515 2.9851 6.6765 0.1 0.0 0.1
C -6.8521 1.8612 7.1717 -0.1 0.0 -0.1
C -6.3081 0.7613 8.0341 0.0 -0.1 0.0
Cl -5.2497 -0.3567 7.1325 0.0 0.0 0.0
H -7.3248 1.4842 6.2679 0.1 0.0 -0.1
H -7.5735 2.4425 7.7428 0.0 0.0 0.0
H -7.1282 0.1693 8.4358 0.0 0.0 0.0
H -5.7368 1.2000 8.8423 0.1 -0.2 0.1
Cl 4.0775 -2.1885 4.2284 -0.1 0.3 -0.1
C 5.7374 -2.8197 4.1748 0.1 -0.1 0.0
C 6.6119 -2.1046 3.1711 -0.2 0.1 0.1
Cl 6.0671 -2.4192 1.4978 0.2 0.0 0.0
H 5.6663 -3.8787 3.9404 0.0 0.0 0.0
H 6.1492 -2.6969 5.1749 0.0 0.0 0.0
H 7.6389 -2.4544 3.2546 0.0 -0.1 0.0
H 6.5844 -1.0287 3.3212 0.0 0.0 0.0
Cl 3.1687 8.1954 -10.7875 0.0 0.0 -0.1
C 3.4001 7.0082 -12.1007 0.0 0.0 0.0
C 2.7481 5.6848 -11.7951 0.0 -0.1 -0.1
Cl 3.5642 4.8257 -10.4633 -0.1 0.0 0.0
H 4.4696 6.8959 -12.2553 0.0 0.0 0.0
H 2.9517 7.4363 -12.9951 0.0 0.0 0.0
H 2.8092 5.0445 -12.6733 0.0 0.0 0.0
H 1.7043 5.8107 -11.5202 0.0 0.0 0.0
Cl 3.3836 -5.0909 6.0021 0.2 -0.2 0.0
C 1.7071 -4.5138 5.8885 -0.1 0.1 0.0
C 0.9144 -4.9134 7.1055 -0.1 0.1 0.1
Cl 0.6490 -6.6766 7.1945 0.0 0.0 0.0
H 1.2724 -4.9134 4.9761 0.0 -0.1 0.0
H 1.7467 -3.4281 5.8098 0.0 0.0 0.0
H -0.0694 -4.4479 7.0643 0.0 0.0 0.0
H 1.4185 -4.6044 8.0197 0.0 -0.1 -0.1
Cl 2.6869 -6.5734 10.5988 0.0 0.0 0.0
C 1.8903 -5.5241 11.7971 0.0 0.0 0.0
C 1.0253 -4.4837 11.1367 -0.1 0.0 0.0
Cl 1.9970 -3.2793 10.2351 0.0 0.0 0.1
H 2.6644 -5.0650 12.4063 0.0 0.0 0.0
H 1.2687 -6.1586 12.4260 0.0 0.0 0.0
H 0.4592 -3.9382 11.8893 0.0 0.0 0.0
H 0.3292 -4.9382 10.4352 0.0 0.0 0.0
Cl -2.5546 -0.1987 13.9645 0.0 0.0 0.0
C -1.3087 -0.8050 12.8482 0.1 0.1 0.0
C -1.8620 -1.7973 11.8603 0.0 0.0 -0.1
Cl -2.3503 -3.3192 12.6483 0.0 -0.1 0.0
H -0.5163 -1.2452 13.4480 0.0 0.0 0.0
H -0.9121 0.0539 12.3099 0.0 0.0 0.0
H -1.0927 -2.0426 11.1286 0.0 0.0 0.0
H -2.7316 -1.4042 11.3405 0.0 0.0 0.0
Cl -5.4483 2.5036 10.9993 0.1 0.1 0.1
C -4.3086 3.7739 10.4556 0.0 0.0 -0.1
C -4.3232 4.9711 11.3691 0.0 0.0 0.0
Cl -5.8641 5.8625 11.2789 0.0 0.0 0.0
H -4.5833 4.0428 9.4386 0.0 0.0 0.0
H -3.3157 3.3280 10.4501 0.0 0.0 0.0
H -3.5354 5.6597 11.0693 0.0 0.0 0.0
H -4.1695 4.6810 12.4050 0.0 0.0 0.0
Cl 15.0382 -1.8016 -8.6971 0.0 0.0 0.0
C 14.2280 -0.7420 -9.8824 0.0 0.0 0.0
C 13.5975 -1.5210 -11.0063 -0.1 0.0 0.0
Cl 14.8106 -2.2930 -12.0626 0.0 0.0 0.0
H 14.9673 -0.0382 -10.2551 0.0 0.0 0.0
H 13.4560 -0.1950 -9.3464 0.0 0.0 0.0
H 13.0158 -0.8441 -11.6296 0.0 0.0 0.0
H 12.9465 -2.3033 -10.6259 0.0 0.0 0.0
Cl -11.8224 -1.2923 -4.6936 0.0 0.0 0.0
C -10.6084 -1.4434 -5.9903 0.0 0.0 0.0
C -9.3080 -2.0163 -5.4896 0.0 -0.1 0.0
Cl -8.4572 -0.8996 -4.3930 0.0 0.2 -0.2
H -10.4626 -0.4565 -6.4211 0.0 0.0 0.0
H -11.0276 -2.1062 -6.7451 0.0 0.0 0.0
H -8.6449 -2.2008 -6.3330 0.0 0.0 0.0
H -9.4666 -2.9472 -4.9505 0.0 0.0 0.0